Record 1
Formula: C4H13N3
Source: the OMol25 dataset
Level of theory: wB97M-V/def2-TZVPD

Each line ends with the Mulliken charge.
CARTESIAN COORDINATES (ANGSTROEM)
C (2.1890, -0.3221, -0.8053)  0.27
C (-3.3636, 0.9967, 0.5936)  -0.83
C (-3.1106, -0.1629, -0.1458)  0.32
C (-1.8917, -0.6581, -0.6294)  -0.79
N (3.4251, -0.6234, -1.1029)  -0.40
N (1.6974, 0.1026, 0.2697)  -0.37
N (2.4724, 0.4851, 1.3508)  -0.41
H (1.5040, -0.5088, -1.6410)  0.28
H (-3.3231, 0.4618, 1.5935)  0.33
H (-2.3925, 1.7285, 0.5732)  0.29
H (-4.3090, 1.4832, 0.5313)  0.38
H (-3.9693, -0.7874, -0.4967)  0.35
H (-2.0889, -0.6466, -1.7184)  0.38
H (-1.7867, -1.7501, -0.6670)  0.45
H (-0.9679, -0.1446, -0.3919)  0.12
H (3.5338, -1.0516, -2.0121)  0.26
H (4.3195, -0.1528, -0.7602)  0.23
H (3.5485, 0.4222, 1.4117)  0.36
H (2.4086, -0.2355, 2.1416)  0.39
H (2.1051, 1.3636, 1.9051)  0.41

Forces on the atoms, in the same order (eV/Å):
0.290 -0.370 -1.173
3.634 1.868 0.846
-1.943 -1.355 -1.481
1.269 -0.634 -0.558
3.510 0.452 -0.577
-2.741 1.430 0.900
2.197 -0.465 4.861
-0.193 -0.141 0.668
-0.042 0.356 -0.048
-2.546 -1.605 0.272
-0.720 0.184 -0.157
0.362 0.530 0.643
-0.078 0.616 -0.365
-0.163 -0.094 0.716
-0.004 0.128 0.130
0.358 0.135 0.032
-1.933 -1.030 -0.382
-1.288 1.048 -1.257
-0.902 0.496 -1.094
0.933 -1.550 -1.977

Properties
LUMO = -8.623 eV
Spin multiplicity = 1
HOMO-LUMO gap = 8.9034 eV
Energy relative to the best compared isomer or geometry (same formula, charge and spin) = 4.668 eV
Highest occupied orbital energy = -17.526 eV
Charge = +2


Record 2
Formula: C4H9NO2S
Source: the OMol25 dataset
Level of theory: wB97M-V/def2-TZVPD

Each line ends with the Mulliken charge.
CARTESIAN COORDINATES (ANGSTROEM)
C (1.8025, 0.7455, 1.1668)  -0.88
C (-0.2496, -0.3293, -0.1728)  -0.13
C (-1.0768, 0.6443, -2.2199)  -1.12
C (-1.1996, -0.5387, -1.1983)  -0.21
N (-0.3782, -0.4982, 1.0568)  -0.28
O (1.8344, -1.6997, 1.7228)  -0.57
O (0.6851, -0.5562, 3.4358)  -0.64
S (1.2446, -0.4835, 2.1210)  1.03
H (2.8624, 0.7675, 1.5860)  0.30
H (1.2525, 1.7337, 1.5073)  0.19
H (0.7875, -0.1327, -0.4947)  0.55
H (-1.2203, 1.7096, -1.6887)  0.29
H (-1.8989, 0.6140, -3.0368)  0.30
H (-0.0854, 0.6346, -2.6498)  0.36
H (-0.8483, -1.4211, -1.7121)  0.25
H (-2.2139, -0.4629, -0.8507)  0.31
H (-1.2980, -0.7269, 1.4274)  0.24

Forces on the atoms, in the same order (eV/Å):
1.125 2.810 2.747
2.136 -0.550 -0.276
-1.651 1.946 0.219
-1.282 2.248 -2.070
-0.825 -0.149 1.408
1.190 -1.849 -0.753
-0.528 1.226 0.348
-1.086 -0.034 -0.511
-0.766 0.296 -0.970
1.066 -1.789 -0.597
-0.350 0.134 0.294
0.342 -2.429 -1.013
1.537 -0.187 1.335
0.124 0.142 -0.374
-0.595 -0.674 -0.146
-0.560 -1.044 0.209
0.122 -0.096 0.148

Properties
LUMO = 0.207 eV
Spin multiplicity = 1
HOMO-LUMO gap = 8.6592 eV
Energy relative to the best compared isomer or geometry (same formula, charge and spin) = 4.953 eV
Highest occupied orbital energy = -8.453 eV
Charge = 0


Record 3
Formula: C3HF6O4S2
Source: the OMol25 dataset
Level of theory: wB97M-V/def2-TZVPD

Each line ends with the Mulliken charge.
CARTESIAN COORDINATES (ANGSTROEM)
C (-0.1140, 0.2946, 0.9990)  -0.65
C (2.1212, 0.1865, -0.8775)  0.67
C (-2.3653, 0.5677, -0.5387)  0.63
O (2.6593, 0.3416, 1.6202)  -0.67
O (1.7912, -1.8282, 0.8445)  -0.60
O (-2.4377, -1.1373, 1.3885)  -0.68
O (-0.9008, -1.6602, -0.4813)  -0.56
F (2.2585, 1.5034, -0.9184)  -0.26
F (3.2635, -0.3662, -1.1307)  -0.24
F (1.3062, -0.0616, -1.9574)  -0.24
F (-2.7836, 0.1373, -1.7401)  -0.25
F (-1.6714, 1.7161, -0.8566)  -0.27
F (-3.4106, 1.0010, 0.2157)  -0.25
S (1.6640, -0.3810, 0.8499)  0.94
S (-1.3562, -0.7255, 0.5009)  1.03
H (-0.0245, 0.4118, 2.0823)  0.37

Forces on the atoms, in the same order (eV/Å):
-2.650 -1.037 1.446
-1.620 0.205 -1.345
0.457 1.028 -0.301
0.891 0.738 0.320
-0.228 -0.263 -0.439
1.322 -0.480 0.595
0.302 -0.527 -0.277
0.261 1.008 0.545
1.860 -0.794 -0.520
0.059 -0.554 1.030
-0.581 -0.381 0.412
0.119 -0.632 0.609
0.318 -0.465 -0.794
3.277 -1.092 0.014
-3.081 2.466 -1.294
-0.708 0.780 -0.002

Properties
LUMO (spin up / spin down) = 3.452 / 0.735 eV
Spin multiplicity = 3
HOMO-LUMO gap (spin up / spin down) = 4.8114 / 7.7493 eV
Energy relative to the best compared isomer or geometry (same formula, charge and spin) = 1.532 eV
Highest occupied orbital energy (spin up / spin down) = -1.359 / -7.014 eV
Charge = -1


Record 4
Formula: C4H12NO4V2
Source: the OMol25 dataset
Level of theory: wB97M-V/def2-TZVPD

Each line ends with the Mulliken charge.
CARTESIAN COORDINATES (ANGSTROEM)
O (0.2264, -1.8919, 1.1577)  -0.28
V (1.5330, -1.0598, 1.1801)  1.28
O (2.9779, -0.2790, 4.9595)  -0.26
V (1.4593, 0.0160, 5.0139)  1.84
O (1.1105, -0.1730, 3.0448)  -0.71
H (0.2712, 0.2891, 2.8611)  0.49
C (-1.0533, 2.1594, -0.2560)  -1.48
C (-0.5657, 0.7294, -0.1862)  0.64
C (-0.8727, -0.0823, -1.4089)  -1.10
O (-0.1871, -1.3143, -1.2930)  -0.21
C (-0.3568, -2.1541, -2.4733)  -0.79
N (0.9558, 0.6497, -0.0027)  -0.41
H (-0.6853, 2.7044, -1.1230)  0.40
H (-0.7143, 2.6999, 0.6406)  0.41
H (-2.1405, 2.1856, -0.2117)  0.42
H (-1.0263, 0.2878, 0.7064)  0.14
H (-0.5013, 0.4607, -2.2974)  0.49
H (-1.9534, -0.2068, -1.5262)  0.54
H (0.0223, -3.1451, -2.2396)  0.28
H (0.2170, -1.7628, -3.3199)  0.33
H (-1.4082, -2.2344, -2.7480)  0.33
H (1.3177, 1.4896, 0.4649)  0.32
H (1.3739, 0.6320, -0.9429)  0.36

Forces on the atoms, in the same order (eV/Å):
2.440 1.177 0.364
-3.208 -0.729 -1.220
-3.219 0.642 0.516
3.508 -0.957 -1.578
-0.026 0.534 1.355
-0.082 -0.109 -0.158
0.443 0.357 0.515
-0.237 0.288 0.430
0.283 -0.089 -0.624
-0.059 -0.348 -0.361
0.221 -0.031 -0.095
0.461 -0.599 1.044
-0.117 -0.058 -0.145
-0.072 0.006 -0.179
-0.037 -0.036 -0.253
0.173 -0.224 -0.134
-0.161 -0.033 0.101
0.042 -0.082 0.061
-0.017 0.049 0.178
-0.114 0.143 0.165
-0.017 0.090 0.125
-0.253 0.076 -0.315
0.046 -0.067 0.207

Properties
LUMO (spin up / spin down) = -16.006 / -15.487 eV
Spin multiplicity = 3
HOMO-LUMO gap (spin up / spin down) = 3.2866 / 3.8442 eV
Highest occupied orbital energy (spin up / spin down) = -19.293 / -19.331 eV
Charge = +3


Record 5
Formula: C2H9N2O
Source: the OMol25 dataset
Level of theory: wB97M-V/def2-TZVPD

Each line ends with the Mulliken charge.
CARTESIAN COORDINATES (ANGSTROEM)
C (-0.8998, 0.1121, 0.3027)  -0.88
N (0.4702, 0.3301, 0.7774)  -0.17
C (0.8280, -0.0806, 1.9711)  0.23
N (1.9504, 0.2551, 2.5558)  -0.30
H (-1.1341, -0.9354, 0.1973)  0.34
H (-1.0656, 0.5450, -0.6761)  0.30
H (-1.6174, 0.5600, 0.9738)  0.36
H (1.0978, 0.9229, 0.2554)  0.27
H (0.1465, -0.7794, 2.4293)  0.37
H (2.6299, 0.8336, 2.0787)  0.23
H (2.2803, -0.1077, 3.4449)  0.26
H (-1.2065, -0.4013, -4.0930)  0.29
H (-2.0802, -0.3591, -5.3221)  0.33
O (-1.3995, -0.8952, -4.8953)  -0.62

Forces on the atoms, in the same order (eV/Å):
-0.376 -0.015 -0.379
-0.064 -0.084 0.558
0.130 -0.031 -0.736
0.613 0.031 0.134
0.186 -0.434 0.113
0.369 0.228 -0.061
-0.082 0.191 0.241
-0.085 0.124 -0.130
-0.043 0.050 0.516
-0.126 0.077 -0.003
-0.512 -0.146 -0.233
0.084 -0.058 -0.017
0.085 -0.189 -0.099
-0.178 0.257 0.095

Properties
LUMO = -3.948 eV
Spin multiplicity = 1
HOMO-LUMO gap = 9.8310 eV
Energy relative to the best compared isomer or geometry (same formula, charge and spin) = 1.211 eV
Highest occupied orbital energy = -13.779 eV
Charge = +1


Record 6
Formula: C16H29ClN4O5PPtS
Source: the OMol25 dataset
Level of theory: wB97M-V/def2-TZVPD

Each line ends with the Mulliken charge.
CARTESIAN COORDINATES (ANGSTROEM)
Pt (-0.6083, 0.1857, -0.0897)  1.01
O (1.0366, -0.8255, -0.7016)  -0.79
Cl (1.8026, -1.3616, 0.5820)  1.68
O (2.9495, -2.0119, 0.0613)  -0.62
O (2.1040, -0.2280, 1.3870)  -0.58
O (0.9045, -2.2565, 1.2437)  -0.58
C (3.2910, 1.1444, -1.7147)  -0.97
N (2.2110, 1.7742, -2.4555)  0.10
C (2.2367, 1.8408, -3.9199)  -0.65
C (0.9531, 2.6206, -4.2568)  -0.63
N (0.2608, 2.6294, -2.9668)  0.13
C (1.0574, 2.2021, -1.9794)  0.38
S (0.6183, 2.3307, -0.3143)  -0.52
H (4.2327, 1.5994, -2.0195)  0.35
H (3.3179, 0.0746, -1.9172)  0.33
H (3.1309, 1.3037, -0.6523)  0.28
H (2.2341, 0.8304, -4.3331)  0.32
H (3.1408, 2.3472, -4.2538)  0.37
H (0.3560, 2.1258, -5.0191)  0.34
H (1.1615, 3.6385, -4.5862)  0.32
H (-0.5514, 3.2037, -2.7731)  0.22
N (-4.4378, 4.9219, -2.0820)  -0.39
C (-3.3557, 4.1367, -1.9381)  0.49
O (-2.4661, 4.0657, -2.7721)  -0.70
C (-3.2603, 3.3097, -0.6853)  -0.07
C (-3.8571, 3.5759, 0.5390)  -0.45
C (-3.5812, 2.7418, 1.6098)  -1.06
C (-2.6981, 1.6887, 1.4449)  -0.28
N (-2.1308, 1.4314, 0.2598)  0.32
C (-2.4291, 2.2178, -0.7840)  -0.35
H (-4.4961, 5.5095, -2.8975)  0.26
H (-5.1849, 4.9502, -1.4130)  0.17
H (-4.5001, 4.4356, 0.6813)  0.40
H (-4.0209, 2.9134, 2.5816)  0.47
H (-2.4191, 1.0464, 2.2655)  0.52
H (-1.9793, 1.9678, -1.7308)  0.88
C (-1.8059, -4.1516, -1.7266)  -1.40
C (-1.0290, -2.8697, -1.4198)  -0.29
P (-1.9094, -1.6605, -0.3878)  0.13
C (-2.2438, -2.5881, 1.1554)  -0.75
C (-2.6002, -1.7464, 2.3774)  -1.24
C (-3.5378, -1.5003, -1.1983)  -0.75
C (-4.5695, -0.5169, -0.6455)  -0.82
H (-1.1465, -4.8622, -2.2236)  0.42
H (-2.6517, -3.9724, -2.3901)  0.32
H (-2.1752, -4.6332, -0.8210)  0.34
H (-0.7294, -2.3657, -2.3413)  0.38
H (-0.1124, -3.0934, -0.8763)  0.30
H (-1.3154, -3.1209, 1.3647)  0.47
H (-3.0226, -3.3248, 0.9471)  0.57
H (-1.7768, -1.0717, 2.6168)  0.23
H (-2.7580, -2.3912, 3.2411)  0.45
H (-3.5097, -1.1602, 2.2372)  0.20
H (-3.9452, -2.5123, -1.1472)  0.57
H (-3.3416, -1.2853, -2.2526)  0.50
H (-4.7025, -0.6189, 0.4315)  0.22
H (-5.5357, -0.7089, -1.1113)  0.41
H (-4.3060, 0.5159, -0.8583)  0.06

Forces on the atoms, in the same order (eV/Å):
-0.155 0.773 -1.196
0.485 -0.546 1.190
-0.038 0.158 -0.641
-0.217 0.147 0.024
0.029 -0.169 -0.109
0.125 0.022 -0.102
-0.053 0.095 -0.013
0.042 -0.139 -0.016
-0.017 -0.009 0.022
-0.013 -0.011 0.032
0.058 -0.063 -0.001
-0.112 0.171 -0.015
0.244 -0.280 0.325
0.015 -0.004 0.022
0.002 -0.020 -0.017
-0.004 -0.012 0.016
-0.015 -0.012 0.009
0.013 -0.008 -0.010
-0.004 0.000 -0.003
0.020 0.010 0.026
-0.048 0.045 -0.070
0.085 0.020 0.033
-0.064 0.042 0.023
0.012 0.007 -0.026
-0.096 0.040 -0.082
-0.011 0.045 0.038
0.010 -0.022 0.030
0.023 0.065 -0.135
-0.567 0.257 0.087
0.045 -0.173 0.192
-0.006 -0.002 -0.008
-0.012 -0.028 -0.010
-0.008 -0.013 -0.008
0.021 0.022 -0.001
0.010 -0.027 0.009
0.029 -0.023 0.011
0.036 0.014 -0.018
-0.110 -0.080 -0.140
0.176 -0.366 0.727
0.012 0.077 0.020
0.017 0.044 -0.030
0.001 0.186 -0.107
0.031 -0.059 0.074
-0.010 0.000 -0.007
0.003 0.003 0.010
0.009 -0.002 0.000
0.023 0.021 0.015
0.018 -0.008 -0.007
-0.040 -0.094 -0.044
0.012 -0.019 -0.007
0.015 0.004 0.022
0.003 -0.001 -0.004
0.005 -0.008 -0.014
-0.004 -0.017 -0.095
-0.026 -0.041 -0.010
-0.002 -0.021 -0.004
0.001 -0.002 -0.002
-0.001 0.010 -0.007

Properties
LUMO = -3.225 eV
Spin multiplicity = 1
HOMO-LUMO gap = 8.2660 eV
Energy relative to the best compared isomer or geometry (same formula, charge and spin) = 0.107 eV
Highest occupied orbital energy = -11.491 eV
Charge = +1


| no. | electronic energy (eV) | largest force on an atom (eV/Å) |
| --- | --- | --- |
| 1 | -8808.9087 | 5.35 |
| 2 | -20710.0800 | 4.09 |
| 3 | -49287.6403 | 4.15 |
| 4 | -65363.2294 | 3.96 |
| 5 | -7241.1454 | 0.75 |
| 6 | -69143.9365 | 1.43 |